Below is a single C7H11ClO molecule at a distorted geometry, with properties calculated with the ωB97M-V functional and the def2-TZVPD basis.

Values from the calculation:
Frontier orbital gap in eV: 10.277
LUMO energy in eV: 0.835
Structure (SMILES): C[C@@H]1C=C[C@H](O)[C@@]1(C)Cl

Structure (ORCA input):
```
! wB97M-V def2-TZVPD RIJCOSX def2/J DEFGRID3
* xyz 0 1
Cl -2.07 1.30 0.53
O -2.28 -1.95 -0.20
C -0.67 0.31 -1.52
C -0.86 0.23 -0.12
C -1.37 -1.18 0.57
C 0.09 -1.84 0.74
C 0.97 -0.89 0.96
C 1.32 1.58 0.36
C 0.33 0.50 0.87
H -0.04 0.63 1.86
H -0.55 1.34 -1.82
H -1.92 -0.95 1.53
H 0.20 -2.92 0.58
H -3.12 -1.43 -0.30
H 2.23 1.19 -0.06
H 0.17 -0.21 -1.85
H 1.56 2.33 1.08
H 0.73 2.04 -0.50
H 2.03 -0.94 1.12
H -1.50 -0.17 -2.01
*
```

For reference, the Mulliken charges in units of e are: Cl -0.203; O -0.592; C -1.762; C 0.755; C -0.138; C -0.759; C -0.536; C -1.243; C 0.177; H 0.558; H 0.447; H 0.405; H 0.394; H 0.354; H 0.382; H 0.394; H 0.324; H 0.212; H 0.463; H 0.369

---

Below is a 2-piece molecular cluster, C7H11ClSSi overall at a distorted geometry, with properties calculated with the ωB97M-V functional and the def2-TZVPD basis.

Values from the calculation:
Frontier orbital gap (spin up / spin down) in eV: 7.323 / 7.323
LUMO energy (spin up / spin down) in eV: 0.223 / 0.223

Structure (ORCA input):
```
! wB97M-V def2-TZVPD RIJCOSX def2/J DEFGRID3
* xyz 0 1
Cl -2.91 1.75 -0.67
S 1.48 1.79 0.68
Si -0.47 -0.42 0.59
C 2.84 1.95 -0.39
C -1.32 0.32 2.15
C -2.33 0.26 -1.38
C 1.15 0.26 0.04
C 1.95 -0.15 -1.00
C -0.68 -2.25 0.26
C 3.00 0.80 -1.16
H -0.88 1.16 2.52
H 3.65 0.66 -2.09
H 1.77 -1.06 -1.63
H -2.32 0.50 1.84
H -1.39 -0.38 3.10
H -0.42 -2.84 1.22
H 3.46 2.79 -0.10
H -1.68 -2.37 -0.05
H -0.08 -2.50 -0.53
H -1.96 0.36 -2.33
H -2.87 -0.63 -1.08
*
```

For reference, the Mulliken charges in units of e are: Cl -0.209; S -0.088; Si 0.489; C -0.381; C -1.125; C -0.787; C 0.472; C -0.423; C -1.012; C -0.492; H 0.425; H 0.271; H 0.266; H 0.337; H 0.292; H 0.296; H 0.373; H 0.324; H 0.311; H 0.373; H 0.288

---

Below is an isolated ion of composition C7H11FIN2 and charge +1 at a distorted geometry, with properties calculated with the ωB97M-V functional and the def2-TZVPD basis.

Values from the calculation:
Frontier orbital gap (spin up / spin down) in eV: 6.499 / 5.571
LUMO energy (spin up / spin down) in eV: -6.947 / -7.409

Structure (ORCA input):
```
! wB97M-V def2-TZVPD RIJCOSX def2/J DEFGRID3
* xyz 1 1
I 5.55 -0.65 0.13
F -0.18 2.20 -0.20
N 3.26 1.20 -0.15
N 0.16 -0.01 0.10
C 3.57 -0.06 -0.20
C -1.72 -0.18 -1.38
C 0.69 1.14 -0.06
C -1.12 -0.56 0.00
C -1.09 -2.17 0.36
C -1.90 0.04 1.18
C 1.99 1.66 -0.03
H 3.94 2.01 -0.12
H -2.08 -2.54 -0.03
H -2.71 0.18 -1.19
H -0.23 -2.72 -0.14
H 2.08 2.74 0.01
H -1.10 0.69 -1.86
H -1.32 -0.22 2.04
H -0.98 -2.19 1.43
H -1.73 -1.07 -2.05
H -2.76 -0.52 1.16
H -2.32 1.01 1.00
*
```

For reference, the Mulliken charges in units of e are: I 0.279; F -0.269; N 0.002; N -0.237; C -0.267; C -1.295; C 0.597; C 1.142; C -1.205; C -1.775; C -0.296; H 0.327; H 0.375; H 0.358; H 0.342; H 0.468; H 0.306; H 0.487; H 0.380; H 0.357; H 0.518; H 0.406

---

Respective molecular weight values: 146.62; 190.77; 269.08 u.
Respective energy above the lowest of the compared OMol25 structures with the same formula, charge and spin values: 0.00; 97.47; 115.05 kcal per mole.